*i*
Entry from the OMol25 dataset: C8H19NO as an isolated structure (ωB97M-V with the def2-TZVPD basis set).

Each line ends with the Löwdin charge.
Element x y z (Å)
O (0.752, -0.546, -1.483)  -0.170
N (1.076, -0.097, 0.968)  0.128
C (0.660, -2.326, 2.086)  -0.065
C (-1.262, 0.139, -2.524)  -0.062
C (-0.524, 1.775, -0.527)  -0.062
C (-0.552, -1.982, 1.251)  -0.065
C (0.940, 1.402, -2.804)  -0.064
C (0.087, 0.504, -1.913)  -0.629
C (-0.310, -0.092, 3.029)  -0.023
C (0.260, -0.892, 1.883)  -0.524
H (-1.806, 1.015, -2.874)  0.072
H (-0.947, 0.711, 2.656)  0.078
H (-0.913, -0.730, 3.674)  0.085
H (-1.297, 1.272, 0.062)  0.033
H (-1.533, -2.179, 1.661)  0.106
H (-0.469, -2.107, 0.180)  0.098
H (0.485, 0.346, 3.637)  0.084
H (1.539, -2.688, 1.568)  0.106
H (1.250, 0.831, -3.684)  0.080
H (0.105, 2.461, 0.054)  0.036
H (2.023, 0.031, 1.305)  0.141
H (-1.041, 2.466, -1.192)  0.030
H (0.398, 2.287, -3.131)  0.070
H (-1.092, -0.526, -3.373)  0.084
H (0.609, 0.846, 0.708)  0.090
H (0.510, -2.762, 3.064)  0.103
H (-1.862, -0.392, -1.787)  0.073
H (1.066, -0.465, -0.218)  0.092
H (1.846, 1.697, -2.276)  0.076

## Properties
- Total charge: 0
- Gap between HOMO and LUMO: 0.326 Eh

=====

*ii*
Entry from the OMol25 dataset: one molecule with the formula C8H19NO (ωB97M-V with the def2-TZVPD basis set).

Each line ends with the Löwdin charge.
Element x y z (Å)
O (-0.112, -0.915, -1.572)  -0.010
N (3.331, -0.508, 0.852)  -0.002
C (2.208, -0.846, -0.014)  -0.258
C (1.413, 1.441, -0.619)  -0.051
C (-0.296, -0.429, -0.247)  -0.511
C (-1.714, 1.200, 1.145)  -0.058
C (1.073, 0.175, 0.171)  -0.304
C (-1.421, 0.650, -0.249)  -0.359
C (-2.724, 0.154, -0.884)  -0.064
C (-0.666, -1.594, 0.686)  -0.013
H (-0.468, -1.336, 1.721)  0.092
H (-3.168, -0.666, -0.323)  0.072
H (-0.082, -2.474, 0.432)  0.080
H (2.458, 1.704, -0.474)  0.069
H (1.879, -1.840, 0.291)  0.103
H (-3.444, 0.969, -0.898)  0.080
H (-2.567, -0.163, -1.913)  0.075
H (4.073, -1.189, 0.735)  0.066
H (-0.879, -1.450, -1.801)  0.092
H (-2.434, 2.013, 1.073)  0.080
H (0.816, 2.290, -0.296)  0.074
H (-0.815, 1.586, 1.616)  0.074
H (2.469, -0.892, -1.081)  0.119
H (1.246, 1.265, -1.679)  0.089
H (-1.717, -1.856, 0.585)  0.075
H (3.712, 0.399, 0.601)  0.054
H (-1.069, 1.468, -0.881)  0.124
H (1.036, 0.413, 1.237)  0.132
H (-2.137, 0.430, 1.785)  0.080

## Properties
- SMILES string: CC(C)[C@@](C)(O)[C@H](C)CN
- Total charge: 0
- Gap between HOMO and LUMO: 0.367 Eh

=====

Stability check: which of them is most stable? *ii*.

=====

*i*
Entry from the OMol25 dataset: a 3-piece molecular cluster, C5H15NOS overall (ωB97M-V with the def2-TZVPD basis set).

Each line ends with the Löwdin charge.
Element x y z (Å)
S (2.545, -0.640, 1.030)  0.620
O (-0.070, -0.053, 2.744)  -0.162
N (0.459, -0.091, -1.409)  -0.121
C (-1.982, -0.125, -0.683)  -0.268
C (1.670, 0.682, -1.421)  -0.320
C (2.353, 0.936, -0.038)  -0.484
C (-2.345, -1.292, 0.204)  -0.132
C (-0.603, 0.529, -0.619)  -0.267
H (0.725, -0.498, 2.264)  -0.097
H (-2.151, -0.436, -1.758)  0.119
H (-3.417, -1.401, 0.375)  0.060
H (0.352, 0.553, 3.365)  0.027
H (-2.769, 0.596, -0.513)  0.097
H (-0.259, 0.604, 0.413)  0.068
H (-2.165, -0.815, 1.212)  0.082
H (1.785, 1.703, 0.506)  0.060
H (3.350, 1.370, -0.272)  0.075
H (1.412, 1.613, -1.927)  0.115
H (0.736, -0.989, -0.921)  0.035
H (2.323, 0.127, -2.096)  0.109
H (-1.976, -2.293, -0.098)  0.078
H (0.749, -1.621, 0.681)  0.182
H (-0.721, 1.541, -1.039)  0.123

## Properties
- Total charge: 0
- Gap between HOMO and LUMO: 0.273 Eh

=====

*ii*
Entry from the OMol25 dataset: a 2-piece molecular cluster, C5H15NOS overall (ωB97M-V with the def2-TZVPD basis set).

Each line ends with the Löwdin charge.
Element x y z (Å)
S (-0.602, -2.020, 0.010)  0.796
O (2.491, -0.706, -0.053)  -0.087
N (1.126, 1.024, -1.038)  -0.119
C (-2.082, -1.026, 0.463)  -0.526
C (0.111, -2.170, 1.649)  -0.427
C (-2.451, -0.126, -0.721)  -0.174
C (0.717, 2.419, -0.829)  -0.138
C (2.194, 0.685, -0.124)  -0.325
H (-0.536, -2.634, 2.388)  0.039
H (1.019, -2.737, 1.412)  0.029
H (3.103, 1.238, -0.407)  0.121
H (-1.628, 0.561, -0.883)  0.038
H (0.444, -1.184, 1.992)  0.036
H (1.444, 0.916, -1.994)  0.110
H (1.704, -1.175, -0.391)  0.010
H (0.196, 2.522, 0.127)  0.077
H (1.586, 3.093, -0.783)  0.076
H (-2.902, -1.692, 0.747)  0.068
H (-1.841, -0.421, 1.333)  0.067
H (1.857, 1.022, 0.865)  0.115
H (0.058, 2.713, -1.641)  0.076
H (-3.372, 0.429, -0.511)  0.071
H (-2.637, -0.729, -1.610)  0.066

## Properties
- SMILES string: CCSC.CNCO
- Total charge: 0
- Gap between HOMO and LUMO: 0.343 Eh

=====

Stability check: which of them is most stable? *ii*.

=====

*i*
Entry from the OMol25 dataset: one molecule with the formula C2H5N3OS (ωB97M-V with the def2-TZVPD basis set).

Each line ends with the Löwdin charge.
Element x y z (Å)
S (-1.942, -0.824, -0.136)  0.833
O (1.715, -1.796, -0.007)  0.033
N (-0.215, -0.572, -0.096)  -0.365
N (1.635, 1.030, -0.085)  0.141
N (-0.572, 1.803, 0.079)  0.079
C (0.508, -1.749, -0.012)  -0.384
C (0.388, 0.780, -0.060)  -0.498
H (-1.467, 1.723, -0.406)  0.050
H (-2.120, -0.636, 1.161)  -0.126
H (2.265, 0.247, -0.262)  0.044
H (-0.149, 2.687, -0.125)  0.081
H (-0.045, -2.692, -0.049)  0.111

## Properties
- SMILES string: [H]/N=C(/N)N(S)C=O
- Total charge: 0
- Gap between HOMO and LUMO: 0.364 Eh

=====

*ii*
Entry from the OMol25 dataset: C2H5N3OS as an isolated structure (ωB97M-V with the def2-TZVPD basis set).

Each line ends with the Löwdin charge.
Element x y z (Å)
S (-0.452, 1.306, -0.099)  0.914
O (2.826, -0.868, -0.238)  -0.160
N (-2.252, -1.173, -0.834)  0.035
N (-1.086, 0.114, 0.855)  -0.408
N (1.645, -0.353, 0.303)  -0.143
C (-1.686, -0.982, 0.344)  -0.406
C (1.138, 0.622, -0.325)  -0.514
H (1.637, 1.280, -1.143)  0.103
H (-0.944, 0.414, 1.855)  0.120
H (-1.899, -1.652, 1.262)  0.136
H (-2.214, -0.494, -1.674)  0.060
H (3.180, -1.449, 0.806)  0.262

## Properties
- Total charge: 0
- Gap between HOMO and LUMO: 0.347 Eh

=====

Stability check: which of them is most stable? *i*.

=====

*i*
Entry from the OMol25 dataset: a 2-piece molecular cluster, C2H5N3OS overall (ωB97M-V with the def2-TZVPD basis set).

Each line ends with the Löwdin charge.
Element x y z (Å)
S (0.779, -1.993, 0.053)  0.640
O (2.787, 1.403, -0.584)  0.103
N (3.958, -0.472, 0.164)  0.159
N (0.920, -0.434, 0.222)  -0.576
N (-0.101, 0.354, 0.287)  -0.154
C (3.168, 0.396, -0.131)  -0.511
C (-1.412, -0.102, -0.010)  -0.110
H (0.182, 1.255, 0.670)  0.156
H (-1.724, -0.517, 0.858)  0.042
H (3.824, -1.427, 0.616)  0.097
H (-1.305, -0.841, -0.753)  0.026
H (-2.076, 0.816, -0.209)  0.130

## Properties
- SMILES string: CNN=S.N=C=O
- Total charge: 0
- Gap between HOMO and LUMO (spin up / spin down): 0.306 / 0.306 Eh

=====

*ii*
Entry from the OMol25 dataset: C2H5N3OS as an isolated structure (ωB97M-V with the def2-TZVPD basis set).

Each line ends with the Löwdin charge.
Element x y z (Å)
S (0.785, 2.322, 1.312)  0.713
O (0.788, 1.020, -0.786)  -0.117
N (0.251, -0.158, -1.173)  -0.127
N (-1.257, -0.244, 2.003)  -0.017
N (-0.328, -0.032, 0.934)  -0.177
C (0.677, -0.877, -2.379)  0.110
C (0.290, 1.012, 0.567)  -1.003
H (-1.374, 0.704, 2.411)  0.039
H (-0.959, -0.486, -0.014)  0.244
H (1.416, -0.398, -3.045)  0.055
H (0.329, -1.855, -2.732)  0.056
H (-0.619, -1.007, 2.902)  0.223

## Properties
- Total charge: 0
- Gap between HOMO and LUMO: 0.312 Eh

=====

Stability check: which of them is most stable? *i*.